ORCA calculation (ωB97M-V/def2-TZVPD) on a cluster of 2 separate species, C35H41BrF3IN3O4 in total in a non-equilibrium geometry.

```
88
Properties=species:S:1:pos:R:3:mulliken_charge:R:1
H -1.354 -0.303 2.597 0.47
C 5.934 5.717 -3.131 -0.68
C 6.288 4.393 -2.863 0.35
O 5.026 1.449 -1.222 -0.68
C 4.692 6.199 -2.730 -0.44
H -5.778 1.514 0.404 0.36
C -7.093 -0.546 1.867 -0.41
H 3.467 -3.082 3.335 0.33
C -3.646 -3.636 -1.517 -1.02
C 9.147 1.950 -3.554 -0.67
H -1.764 2.350 -0.521 0.30
H -6.873 0.995 -1.079 0.36
H 6.774 -0.318 -1.499 0.53
H -5.671 -3.655 -0.361 0.43
C -0.545 0.887 0.823 0.46
N -8.266 -1.481 1.775 -0.10
C -4.555 -3.931 -0.221 -0.67
N -6.084 -3.469 2.382 -0.51
H -3.344 1.084 0.473 0.27
C -3.996 -3.274 1.151 -0.70
H 3.122 -0.558 2.945 0.38
H 5.080 -2.893 -0.175 0.37
C 8.638 -0.186 -2.556 -0.59
H -5.043 1.127 -1.247 0.31
H 0.734 0.273 2.634 0.37
H -3.493 -2.529 -1.757 0.35
C 5.405 3.560 -2.177 0.12
H 5.284 -2.767 2.797 0.27
O -10.217 -0.051 1.685 -0.42
C -9.402 -0.813 1.113 0.55
C -1.715 0.517 1.884 -0.87
H -6.629 -3.829 1.587 0.30
C -5.634 -0.743 -0.152 0.74
C 2.973 -0.833 1.840 -0.54
F -4.569 1.186 2.586 -0.42
H 9.817 2.579 -4.133 0.47
C -5.580 -0.992 1.466 1.34
H 2.564 0.664 0.103 0.11
C 4.157 4.046 -1.782 -0.42
N -4.352 -2.207 3.308 0.02
I -4.746 -4.485 -3.239 0.06
H 1.270 1.894 1.841 0.35
H 10.422 0.225 -3.689 0.39
H 4.417 7.227 -2.943 0.39
O 8.376 4.610 -3.913 -0.67
C 7.944 2.465 -3.068 0.38
C -0.781 2.291 0.064 -1.32
C 7.081 1.645 -2.341 0.10
H 4.233 -4.161 2.032 0.34
O -7.392 0.632 2.238 -0.51
C 1.996 -0.043 0.820 -0.08
H -2.629 -4.176 -1.387 0.47
H -3.698 -4.170 1.830 0.41
C 5.780 2.164 -1.862 0.26
H -1.859 1.466 2.538 0.26
H -4.707 -1.139 -0.693 -0.16
C -4.342 -0.137 2.044 1.04
H -3.019 -2.722 0.922 0.18
H 3.458 3.401 -1.258 0.62
H -2.870 -0.686 0.314 -0.08
F -6.769 -1.450 -0.763 -0.38
C 3.700 -1.995 1.380 0.48
C -3.056 0.139 1.084 -0.39
C 4.226 -3.095 2.464 -1.12
C -5.895 0.831 -0.513 -1.13
C 0.874 0.834 1.627 -0.83
H 3.311 -2.951 -0.694 0.29
C 3.801 5.362 -2.063 -0.61
H -5.607 -4.234 2.887 0.42
F -9.620 -1.082 -0.278 -0.21
H 1.404 -0.862 0.260 0.24
H -0.773 3.200 0.779 0.32
C 7.597 3.880 -3.325 0.58
H 0.065 2.463 -0.712 0.32
C 7.435 0.321 -2.076 -0.33
C 9.490 0.625 -3.303 -0.41
H 8.910 -1.217 -2.353 0.41
C -3.925 -0.951 3.406 -0.72
H -4.175 -2.879 4.070 0.38
H 6.622 6.373 -3.655 0.47
C 4.089 -2.298 -0.155 -1.05
C -5.088 -2.427 1.988 0.02
H 2.828 5.736 -1.759 0.41
H -0.553 0.037 0.033 0.14
H 4.251 -1.354 -0.785 0.13
Br -2.987 -0.313 5.018 0.05
H -8.035 -2.305 1.198 0.32
H -4.555 -5.085 -0.090 0.39
```

Max |F| in eV/Å: 6.5
Net charge: +1
Highest occupied orbital energy in eV: -10.274



ORCA calculation (ωB97M-V/def2-TZVPD) on a structure of composition C35H41ClF3LiN4OSi2.

```
88
Properties=species:S:1:pos:R:3:mulliken_charge:R:1
C 5.297 -2.470 1.145 0.71
H -0.184 -2.828 -1.709 0.04
H -2.168 2.969 2.278 0.35
F -6.197 7.859 -1.120 -0.30
C -3.138 3.906 -1.435 0.35
C 4.521 0.902 -2.812 0.14
C -3.929 0.506 1.463 -0.91
H 5.069 0.917 1.124 0.26
H -1.700 -1.331 -2.992 0.01
H -3.905 0.590 0.376 0.15
C 5.044 -2.674 -0.207 -0.73
C -3.358 -4.045 -0.307 -0.71
C 0.591 -2.007 3.971 -1.16
C 2.594 -0.716 -3.075 -0.47
F -4.653 8.532 -2.481 -0.27
H 3.362 -2.558 -3.927 0.39
N 4.567 0.807 -1.415 -0.06
C -2.049 1.490 -1.484 -0.54
C 1.604 -0.223 -2.234 -0.42
H -2.627 -5.330 1.267 0.40
C -5.090 5.347 -1.266 -0.52
C -0.960 -1.996 -3.438 -0.33
C -1.916 -3.328 1.467 -0.46
C -2.624 -4.328 0.849 -0.50
H 3.809 0.225 -4.486 0.26
H 1.574 -2.053 0.140 -0.26
Si -2.183 0.489 2.166 0.22
H 0.176 -3.019 4.015 0.35
C -3.302 -2.747 -0.777 -0.69
H 6.158 -4.380 1.664 0.38
C 1.404 -2.492 1.127 0.03
N 3.732 0.050 -3.495 -0.02
Li -1.129 -0.210 -0.753 0.92
H 1.166 0.941 3.161 0.30
H -1.373 -3.521 2.383 0.27
H -5.150 3.205 -1.231 0.42
H -2.272 7.203 -1.538 0.33
H 5.904 -3.298 3.038 0.36
Cl -0.540 -1.253 -5.028 -0.30
C 2.510 -2.091 -3.434 0.01
H -3.091 1.107 4.452 0.31
C -2.442 0.321 4.050 -1.35
C 4.803 -0.314 -0.612 0.61
H 4.534 -4.124 2.297 0.28
H 0.825 -3.410 0.990 0.40
C -1.175 -0.901 1.528 1.10
O 5.165 1.797 -3.365 -0.78
H -3.930 -4.803 -0.825 0.36
C -1.906 -2.003 0.940 -0.14
C 5.486 -3.630 2.087 -1.49
H 2.374 -2.762 1.557 -0.20
N 0.543 -0.884 -1.830 0.23
C 1.509 0.309 2.338 -0.81
H -1.486 0.372 4.579 0.23
C -2.342 5.066 -1.515 -0.62
C 0.236 -2.159 -2.481 0.38
H 4.948 1.662 -1.043 0.24
C 5.319 -1.157 1.597 -0.45
C -4.285 6.476 -1.353 0.46
C -4.525 4.085 -1.306 -0.55
H -4.491 1.353 1.872 0.35
C 4.806 -1.627 -1.081 -0.35
C -2.561 2.610 -1.468 -0.55
H -1.166 2.401 0.934 0.17
H -1.272 4.945 -1.608 0.44
H 0.054 -1.398 4.702 0.27
H 5.505 -0.954 2.647 0.25
N -2.604 -1.769 -0.205 0.25
H 1.446 0.889 1.414 0.27
Si 0.477 -1.264 2.214 -0.37
H 2.560 0.062 2.517 0.16
H -4.454 -0.418 1.728 0.30
H 1.388 -3.890 -3.320 0.33
F -4.322 8.625 -0.351 -0.27
C 1.430 -2.827 -3.111 -1.49
H -0.550 2.330 2.597 0.36
H 5.009 -3.687 -0.594 0.33
H 4.602 -1.832 -2.119 0.43
C -4.861 7.847 -1.324 0.87
H -6.162 5.458 -1.165 0.40
C 5.076 -0.097 0.739 -0.55
H -3.831 -2.473 -1.687 0.43
H -1.411 -2.963 -3.664 0.49
H 1.730 0.770 -1.800 0.34
C -1.439 2.210 1.974 -0.93
C -2.904 6.325 -1.475 -0.71
H -2.895 -0.650 4.278 0.30
H 1.641 -2.065 4.282 0.26
```

Max |F| in eV/Å: 0.3
Net charge: -2
Energy relative to the best compared isomer or geometry (same formula, charge and spin) in kcal/mol: 5.3
Highest occupied orbital energy in eV: -1.023



ORCA calculation (ωB97M-V/def2-TZVPD) on a structure of composition C35H41N6NaO3P.

```
87
Properties=species:S:1:pos:R:3:mulliken_charge:R:1
H 2.610 0.651 -5.307 0.42
C -2.182 -0.387 3.747 -0.44
H 1.828 -4.716 -1.606 0.24
C -2.338 -1.246 -3.772 -0.65
C 2.443 1.088 1.267 0.14
H 2.058 -1.465 -3.346 0.26
H 4.193 0.402 2.178 0.56
H -3.405 4.198 4.042 0.39
C 3.032 -2.574 -0.226 -2.07
C 2.590 2.682 -4.559 -0.39
H 0.990 1.110 5.373 0.33
O -3.570 1.013 1.714 -0.71
H -2.106 -3.222 1.514 0.54
C 1.935 3.556 -3.711 -0.46
N 0.418 1.830 -3.045 0.17
H 2.974 -1.645 0.351 0.26
H 1.628 -3.838 -3.128 0.38
C 2.138 1.373 -4.652 -0.75
N -0.997 3.584 -1.491 -0.20
H 0.687 -0.021 -3.907 0.56
Na -0.746 1.845 -0.213 0.62
C -2.053 4.351 -1.106 -0.35
O 0.551 5.225 -2.015 -0.79
H -0.112 -2.956 2.668 0.59
H -5.093 4.986 2.363 0.38
H -2.557 -1.273 5.658 0.37
H -0.517 -0.332 6.722 0.40
C -4.107 4.663 2.052 -0.39
N -2.567 0.848 1.007 -0.06
C -0.195 0.935 3.587 0.63
H -0.449 -4.363 -2.518 0.27
C 0.844 3.095 -2.984 0.31
H -0.545 -4.948 -0.503 0.26
H 2.705 0.047 3.039 0.18
H -1.234 -0.147 -2.316 0.56
C 0.101 0.677 4.923 -0.69
C 0.448 -2.558 1.812 -1.83
C 3.234 0.821 2.481 -0.15
C -1.893 -3.603 -3.889 -0.85
H 2.471 2.456 3.690 0.22
H 3.909 2.869 2.759 0.39
H 2.224 4.591 -3.587 0.47
N -1.416 0.592 1.566 1.18
H -3.077 -0.786 3.292 0.48
H -3.310 -2.580 -5.144 0.36
C -1.406 -1.128 -2.745 -0.32
H 1.037 -4.821 0.290 0.30
C -0.694 -2.235 -2.275 0.44
H 2.804 -3.403 0.446 0.29
C 0.081 4.088 -2.099 0.12
H -0.421 -5.035 1.254 0.51
C 3.428 2.078 3.333 -1.29
H 2.513 -0.444 -1.976 0.34
H 0.444 1.569 2.984 0.34
O -2.713 5.089 -1.822 -0.74
H 3.237 -4.069 -2.451 0.53
C -1.718 -2.736 0.610 -1.99
C -2.583 -2.484 -4.347 -0.60
C -0.739 -0.127 5.681 -0.61
C -1.941 3.803 2.539 -0.33
H -1.919 -1.664 0.697 0.34
H 4.068 -2.695 -0.565 0.56
C -0.212 -3.032 0.502 2.05
C -2.488 4.227 0.360 0.85
C -0.963 -3.476 -2.866 -0.54
C -0.014 -4.539 0.362 -1.89
C -1.884 -0.651 5.078 -0.73
H 3.441 3.014 -5.144 0.40
H -2.271 -3.122 -0.250 0.34
C -3.753 4.674 0.718 -0.53
C 2.612 -1.446 -2.402 -1.97
C 2.105 -2.538 -1.447 2.15
N 1.755 1.292 0.370 -0.23
C 1.058 0.998 -3.871 -0.40
H -2.869 -0.365 -4.111 0.48
H -4.417 5.018 -0.062 0.47
H 4.050 1.845 4.196 0.36
C 2.188 -3.870 -2.193 -1.93
H 1.480 -2.910 1.900 0.30
C -1.326 0.406 2.973 -1.22
H -2.086 -4.577 -4.325 0.40
H -1.206 3.434 3.246 0.61
P 0.441 -1.911 -0.860 1.16
H 3.669 -1.625 -2.635 0.55
N -1.594 3.781 1.249 -0.21
C -3.177 4.230 2.985 -0.65
H 0.440 -1.470 1.892 0.15
```

Max |F| in eV/Å: 0.8
Net charge: -1
Energy relative to the best compared isomer or geometry (same formula, charge and spin) in kcal/mol: 0.0
Highest occupied orbital energy in eV: -4.972



no.,gap between HOMO and LUMO (eV),calculated total energy (hartree),LUMO (eV)
1,5.41,-4994.32673,-4.866
2,5.32,-2999.01081,4.299
3,7.12,-2416.29638,2.147